Record 1
Formula: C21H43HfN2P3S
Source: OMol25
Level of theory: ωB97M-V with the def2-TZVPD basis set

```
71
Properties=species:S:1:pos:R:3:forces:R:3:lowdin_charge:R:1
Hf 0.510739 0.346257 -0.100446 -2.81 -0.10 -0.96 1.295
P 1.247853 -1.952154 0.863568 1.19 -2.98 1.37 0.701
P -1.268434 0.180830 1.890255 -1.31 -0.33 2.08 0.728
P 2.080412 0.033497 -2.095896 2.28 -1.11 -2.59 0.678
H 0.409131 2.424752 2.325339 -0.20 -0.61 -0.21 0.072
C 0.953260 2.160843 1.416009 -0.85 2.64 -1.31 -0.192
C 0.441717 2.654917 0.151913 0.99 0.97 2.56 -0.221
H -0.580097 3.058695 0.165562 0.21 -0.36 0.05 0.080
C 2.582136 -1.759715 2.108662 -0.02 0.75 -0.10 -0.210
C 0.125858 -3.117944 1.745230 -0.59 0.33 -0.08 -0.221
C 2.004862 -3.187820 -0.274023 -0.07 0.38 -0.51 -0.223
C -2.232597 1.725623 2.127528 0.16 0.24 -0.54 -0.208
C -2.658678 -1.008104 1.834890 0.15 -0.29 -0.47 -0.213
C -0.603846 -0.069253 3.588221 0.44 0.03 -0.10 -0.219
C 2.117581 1.481109 -3.207001 -0.58 0.63 0.27 -0.245
C 1.637679 -1.282898 -3.297320 -0.61 -0.32 0.32 -0.214
C 3.848484 -0.387443 -1.813454 0.21 0.05 0.71 -0.259
H 2.024380 2.049162 1.618400 0.25 -0.51 -0.47 0.076
H 1.087571 3.193004 -0.563676 -0.14 -0.77 -0.19 0.065
H 2.906480 -2.748535 2.459146 -0.14 0.17 -0.16 0.092
H 2.219772 -1.170181 2.959436 0.14 -0.16 -0.08 0.052
H 3.431900 -1.236040 1.654347 -0.01 -0.14 0.17 0.056
H 0.679370 -4.044430 1.948133 0.02 0.33 -0.08 0.088
H -0.736778 -3.367491 1.116368 0.18 -0.05 0.17 0.045
H -0.229396 -2.704641 2.693332 0.06 -0.18 -0.26 0.036
H 2.194226 -4.111337 0.285334 -0.02 0.27 0.02 0.086
H 2.947240 -2.819645 -0.685849 -0.15 -0.14 0.09 0.036
H 1.322321 -3.423613 -1.096939 0.16 -0.07 0.15 0.040
H -2.709936 1.670374 3.112245 0.06 0.00 -0.19 0.085
H -3.006981 1.807150 1.355500 0.12 0.00 0.16 0.069
H -1.600828 2.615056 2.081457 -0.25 -0.02 0.17 0.037
H -3.247172 -0.910665 2.756313 0.17 0.04 -0.16 0.089
H -2.303935 -2.039110 1.744558 -0.18 0.21 0.09 0.030
H -3.304494 -0.778051 0.979975 0.06 -0.03 0.15 0.057
H -1.359133 0.205804 4.339854 0.16 -0.12 -0.32 0.085
H 0.275087 0.572841 3.727293 -0.18 -0.15 0.17 0.048
H -0.299473 -1.109943 3.757176 -0.12 0.38 0.02 0.039
H 2.977808 1.408019 -3.882924 -0.17 -0.10 0.16 0.088
H 2.185967 2.418115 -2.645773 0.10 -0.10 -0.24 -0.001
H 1.188234 1.508761 -3.786996 0.16 -0.07 0.00 0.070
H 2.302529 -1.235017 -4.170761 -0.10 0.12 0.28 0.094
H 0.598653 -1.154085 -3.619773 0.19 0.02 -0.11 0.051
H 1.724685 -2.272454 -2.832840 0.09 0.26 -0.21 0.035
H 4.451662 -0.027328 -2.657622 -0.23 -0.13 0.13 0.083
H 3.975755 -1.471747 -1.709229 -0.06 0.31 -0.21 0.047
H 4.225562 0.087629 -0.898389 0.01 -0.24 -0.34 -0.011
C 4.930727 4.038870 -0.251637 0.40 0.38 0.44 -0.550
C 6.229352 3.786997 0.237588 0.38 0.17 -0.37 -0.070
C 7.142392 4.832454 0.365495 0.02 -1.09 0.09 -0.009
C 6.762805 6.136761 0.063800 -0.03 0.31 -0.26 0.023
C 5.458288 6.406620 -0.368248 -0.90 -0.35 -0.27 -0.008
C 4.537832 5.364553 -0.523093 0.08 0.66 -0.03 -0.063
S 3.925057 2.654262 -0.628897 -0.09 0.53 0.60 0.952
H 2.773588 2.947946 0.043924 0.78 0.33 -0.35 -0.142
H 6.499770 2.760236 0.446541 0.24 0.08 0.08 0.111
H 8.172641 4.613760 0.654546 -0.39 0.08 0.06 0.140
H 7.500632 6.938619 0.110786 -0.25 -0.17 0.08 0.144
H 5.162238 7.423714 -0.638477 0.11 -0.37 0.17 0.138
H 3.535292 5.556871 -0.902624 0.26 0.10 0.05 0.115
C -1.668491 -2.465191 -1.692104 0.39 -0.54 0.14 0.027
C -1.966461 -1.027002 -1.837734 -0.56 0.04 -0.34 -0.363
N -1.293824 0.049064 -1.372945 0.30 0.08 0.39 -0.094
C -2.041603 1.185243 -1.768751 -0.11 -0.26 -0.06 -0.096
C -3.125109 0.763793 -2.466056 0.24 -0.24 -0.06 0.017
N -3.053892 -0.626948 -2.504712 0.70 0.96 0.45 0.178
H -2.469583 -2.989739 -1.138932 0.32 0.26 -0.22 0.123
H -1.592157 -2.931816 -2.690480 0.04 0.08 0.43 0.126
H -0.720904 -2.608991 -1.153626 -0.28 -0.06 -0.23 0.037
H -1.718475 2.186057 -1.504780 -0.26 -0.22 -0.26 0.106
H -3.911475 1.302609 -2.965188 -0.06 0.10 0.03 0.152
H -3.687849 -1.247333 -2.997690 -0.09 0.09 0.06 0.204
```
Positions in Å, forces in eV/Å.

Output
HOMO (spin up / spin down) in eV: -18.37 / -18.37
Total charge: +4
Molar mass in g/mol: 627.1
Maximum force in eV/A: 3.623
LUMO energy (spin up / spin down) in eV: -15.5 / -15.5
ΔE to the lowest compared entry with this formula, charge and spin in eV: 0.000
Orbital gap (spin up / spin down) in Eh: 0.1046 / 0.1046

---

Record 2
Formula: C21H43InNO3
Source: OMol25
Level of theory: ωB97M-V with the def2-TZVPD basis set

```
69
Properties=species:S:1:pos:R:3:forces:R:3:lowdin_charge:R:1
C 0.401393 -0.227542 -0.408375 -0.12 -0.38 0.23 -0.173
N 0.072691 -0.097756 1.041634 0.00 0.42 -1.55 -0.224
C -1.308599 -0.633765 1.216103 -0.18 0.42 0.78 -0.384
In -1.425633 -2.907100 1.239096 -0.14 0.25 0.08 0.466
C -1.134220 -3.818678 -0.856222 -0.57 0.99 0.52 -0.286
O 0.014052 -4.727929 -0.958383 0.55 0.47 -0.29 -0.212
C 1.215996 -4.062636 -0.815019 1.70 0.97 0.67 -0.244
C 1.863465 -4.120684 0.497873 1.03 0.95 -1.33 0.004
C 3.120712 -3.426018 0.800921 -1.04 0.01 -1.79 -0.246
C 3.683702 -3.534676 2.255093 -0.60 -0.14 -0.73 -0.077
C 3.736238 -2.668509 -0.278485 -1.91 -1.06 -0.21 -0.059
C 3.102420 -2.617723 -1.609284 -0.39 -0.72 1.61 -0.049
C 1.841405 -3.294353 -1.924037 1.00 -0.08 1.72 -0.110
C 1.183113 -3.174484 -3.335580 0.11 0.25 -0.26 -0.353
C 2.156714 -2.494147 -4.397282 -0.55 0.62 1.17 -0.105
C 0.547561 -4.515162 -3.872234 -0.45 0.79 -0.47 -0.079
H 1.445041 0.137827 -0.633026 -1.03 -0.43 0.19 0.078
H 0.293777 -1.317398 -0.647258 0.43 0.92 0.01 0.039
H -0.360496 0.306494 -1.061916 0.75 -0.35 0.51 0.063
H 0.113560 0.918154 1.201797 -0.32 -0.45 0.26 0.065
H -1.640647 -0.315936 2.251742 0.11 -0.31 -1.06 0.023
H -2.012717 -0.185437 0.452857 0.44 -0.25 0.69 0.021
H -0.265186 -3.574752 2.427238 -0.17 0.09 -0.09 -0.108
H -3.112465 -3.289707 1.786005 0.18 0.02 -0.17 -0.140
H -0.988589 -2.952811 -1.560418 -0.28 -0.91 0.27 0.028
H -2.104677 -4.351442 -1.067912 1.33 0.15 -0.20 0.038
H 1.381988 -4.693720 1.318337 0.23 0.50 -0.90 0.076
H 3.505005 -4.598538 2.581501 0.48 1.07 -0.15 0.076
H 4.772458 -3.263753 2.290480 -1.02 -0.32 0.06 0.068
H 3.088433 -2.881140 2.954608 0.65 -0.53 -0.75 0.083
H 4.680311 -2.109905 -0.089356 -0.82 -0.48 -0.26 0.089
H 3.647776 -1.990963 -2.359853 -0.77 -0.80 0.64 0.085
H 0.326133 -2.441826 -3.233902 0.79 -0.75 -0.05 0.128
H 3.132233 -3.031956 -4.492235 -0.87 0.34 -0.16 0.079
H 2.359124 -1.459911 -3.986937 0.04 -1.02 -0.59 0.070
H 1.628996 -2.329152 -5.372004 0.55 -0.49 0.75 0.070
H -0.462965 -4.622399 -3.394752 1.14 -0.37 -0.28 0.068
H 1.196268 -5.417183 -3.745903 -0.60 0.78 0.12 0.086
H 0.343874 -4.378952 -4.977029 0.31 -0.17 1.02 0.070
C -5.051169 2.259710 -2.742514 0.06 0.02 -0.13 -0.085
C -4.412417 2.139894 -1.368128 0.01 0.01 -0.05 -0.279
O -3.036732 1.807577 -1.408401 0.05 -0.11 0.03 -0.163
C -2.186798 2.719533 -2.081824 -0.03 0.03 0.02 -0.279
C -2.195508 4.115894 -1.482656 -0.10 0.07 0.10 -0.079
H -4.932277 1.327529 -3.300518 -0.03 0.03 0.07 0.082
H -6.117109 2.480002 -2.648230 0.04 -0.04 0.02 0.073
H -4.597619 3.055948 -3.335542 -0.06 0.05 0.03 0.061
H -4.906616 1.336518 -0.818754 0.22 -0.04 0.03 0.122
H -4.565239 3.053912 -0.783571 -0.04 0.07 -0.06 0.104
H -2.432688 2.748073 -3.149751 -0.03 0.09 -0.02 0.105
H -1.177072 2.309721 -2.009163 -0.14 -0.14 0.09 0.107
H -3.183345 4.578116 -1.534820 0.03 0.03 -0.08 0.061
H -1.494539 4.761619 -2.016087 0.00 -0.04 0.02 0.074
H -1.906040 4.079819 -0.429713 0.04 -0.03 -0.06 0.078
C 1.404082 2.523016 4.792556 -0.17 -0.02 0.04 -0.077
C 1.791261 3.338152 3.570366 -0.03 -0.08 0.12 -0.279
O 0.679013 3.753113 2.790600 0.03 0.02 -0.23 -0.163
C -0.274541 4.573740 3.442361 0.04 -0.03 0.06 -0.282
C 0.300777 5.880306 3.963449 0.12 0.05 0.02 -0.086
H 0.834481 1.638957 4.495736 0.10 0.03 -0.02 0.086
H 2.297072 2.201349 5.332937 -0.03 0.00 -0.06 0.076
H 0.783435 3.095020 5.484976 0.08 0.03 0.04 0.062
H 2.413389 2.720502 2.920266 -0.18 0.07 -0.14 0.120
H 2.401315 4.204079 3.851206 -0.02 0.03 0.08 0.101
H -0.769167 4.014716 4.243943 0.02 0.05 0.06 0.107
H -1.045799 4.797031 2.701574 0.12 -0.14 -0.07 0.115
H 1.074682 5.715838 4.715144 -0.08 0.00 0.05 0.062
H -0.485804 6.485893 4.418872 0.01 -0.03 -0.03 0.073
H 0.752724 6.449992 3.147803 -0.05 -0.02 0.02 0.079
```
Positions in Å, forces in eV/Å.

Output
HOMO in eV: -3.89
Total charge: -1
Molar mass in g/mol: 472.4
Maximum force in eV/A: 2.193
LUMO energy in eV: 2.6
Orbital gap in Eh: 0.2375

---

Record 3
Formula: C21H43N2OP3Pm
Source: OMol25
Level of theory: ωB97M-V with the def2-TZVPD basis set

```
71
Properties=species:S:1:pos:R:3:forces:R:3:lowdin_charge:R:1
Pm 0.104776 0.352005 1.418172 -0.79 -2.58 1.85 1.274
P 0.481738 -1.964079 -0.226371 0.43 -1.54 -1.52 0.692
P 2.881441 0.109337 1.882033 2.23 -0.13 0.20 0.682
P -2.289300 0.659738 -0.005785 -1.90 0.16 -1.22 0.677
H 1.819594 2.505312 0.170359 -0.33 -0.05 0.25 0.078
C 0.756378 2.645348 0.412150 -0.24 1.82 1.25 -0.136
C 0.326689 2.928798 1.684924 0.71 1.29 -1.54 -0.130
H 1.023215 3.065603 2.528058 -0.11 -0.30 -0.43 0.085
C 1.135187 -1.687339 -1.927458 -0.05 0.52 0.24 -0.232
C 1.638266 -3.267522 0.362899 -0.08 0.32 0.46 -0.249
C -0.983208 -3.011255 -0.602068 -0.18 0.34 0.43 -0.246
C 3.567306 1.601345 2.708475 -0.45 0.03 0.00 -0.252
C 3.526643 -1.216404 2.980921 -0.49 -0.03 -0.04 -0.232
C 3.985892 -0.010624 0.418980 -0.35 0.06 -0.22 -0.247
C -3.035606 2.304282 0.315201 0.37 -0.02 0.31 -0.249
C -3.691450 -0.447885 0.414230 0.40 -0.08 0.27 -0.232
C -2.247576 0.618665 -1.836690 0.40 -0.02 0.10 -0.262
H 0.081857 2.680905 -0.456269 0.08 -0.12 0.40 0.080
H -0.710479 3.230773 1.908698 0.31 -0.34 -0.30 0.087
H 1.242826 -2.648830 -2.446733 -0.06 0.22 0.19 0.078
H 2.112506 -1.191746 -1.870850 -0.17 -0.13 -0.12 0.042
H 0.448591 -1.045438 -2.493627 0.17 -0.15 -0.02 0.043
H 1.602391 -4.110783 -0.339072 0.05 0.24 0.17 0.075
H 1.317341 -3.606479 1.355852 0.16 -0.08 -0.19 0.052
H 2.662593 -2.882645 0.434295 -0.22 -0.17 -0.06 0.032
H -0.649282 -3.894070 -1.162795 -0.11 0.25 0.11 0.076
H -1.723256 -2.453197 -1.187793 0.17 -0.21 0.08 0.034
H -1.443707 -3.330643 0.341473 -0.01 -0.07 -0.27 0.049
H 4.652727 1.479233 2.815376 -0.27 0.12 0.00 0.077
H 3.108651 1.710150 3.700455 0.22 0.04 -0.15 0.055
H 3.342131 2.497623 2.116762 0.25 -0.10 0.15 0.043
H 4.619735 -1.279124 2.880860 -0.33 0.04 0.05 0.078
H 3.065945 -2.177697 2.715000 0.26 0.21 0.19 0.033
H 3.258779 -0.959418 4.015182 0.13 -0.20 -0.23 0.059
H 5.031709 0.158342 0.710820 -0.31 -0.08 -0.03 0.076
H 3.694290 0.751527 -0.317482 0.21 -0.20 0.07 0.049
H 3.890116 -0.999897 -0.046238 0.10 0.25 0.07 0.037
H -3.956835 2.392635 -0.273181 0.21 0.09 0.15 0.077
H -2.329167 3.099622 0.048426 -0.30 -0.03 -0.09 0.045
H -3.268019 2.395368 1.383775 -0.10 0.05 -0.22 0.058
H -4.565278 -0.180246 -0.195611 0.24 -0.10 0.17 0.079
H -3.921849 -0.318014 1.481153 -0.09 -0.13 -0.30 0.058
H -3.402087 -1.491480 0.233977 -0.25 0.24 0.04 0.036
H -3.205661 0.962343 -2.250062 0.23 -0.12 0.14 0.080
H -2.038159 -0.400705 -2.186459 -0.09 0.28 -0.02 0.041
H -1.444954 1.279108 -2.194924 -0.24 -0.16 -0.08 0.045
C -0.822757 0.209380 -6.222531 0.19 0.72 -0.06 -0.321
C -0.168732 0.554633 -7.424866 -0.31 -0.05 0.81 -0.015
C 0.007207 1.904855 -7.721111 -0.27 0.22 0.25 -0.065
C -0.483942 2.896689 -6.854035 0.12 -0.14 -0.06 -0.087
C -1.175478 2.532933 -5.695495 -0.06 0.04 -0.09 -0.100
C -1.379377 1.191271 -5.387051 0.58 -0.29 -0.49 -0.052
O -0.890534 -1.075880 -5.757536 0.14 -0.45 -0.54 0.021
H -0.499301 -1.662203 -6.428382 -0.27 0.16 0.31 0.114
H 0.204677 -0.233809 -8.084831 -0.06 0.30 0.20 0.122
H 0.532589 2.194239 -8.633261 -0.20 -0.10 0.28 0.118
H -0.330459 3.951637 -7.088924 -0.05 -0.37 0.05 0.109
H -1.570507 3.292668 -5.013381 0.11 -0.15 -0.39 0.101
H -1.935728 0.867098 -4.509317 0.11 0.10 -0.20 0.076
C -1.083954 -0.285488 6.994802 -0.02 0.34 0.77 0.023
N -0.973904 -0.776226 5.625175 0.06 -0.44 -0.84 -0.096
C -1.273324 -2.080575 5.215960 0.28 1.02 -0.34 0.014
C -1.054264 -2.127636 3.871764 0.31 0.90 0.11 -0.087
N -0.605412 -0.866910 3.438792 -0.04 0.44 0.32 -0.144
C -0.576347 -0.084685 4.543043 -0.30 -0.94 -0.02 -0.165
H -2.117707 -0.365609 7.359648 0.32 -0.04 -0.27 0.118
H -0.427470 -0.859161 7.663333 -0.18 0.13 -0.32 0.117
H -0.786037 0.769514 7.033733 -0.07 -0.33 -0.08 0.106
H -1.612074 -2.822825 5.916625 -0.03 -0.05 0.02 0.149
H -1.173012 -2.943256 3.180935 -0.03 -0.07 0.06 0.110
H -0.277591 0.966778 4.557886 -0.15 -0.39 0.23 0.138
```
Positions in Å, forces in eV/Å.

Output
HOMO (spin up / spin down) in eV: -13.84 / -13.84
Total charge: +3
Molar mass in g/mol: 577.5
Maximum force in eV/A: 3.273
LUMO energy (spin up / spin down) in eV: -10.7 / -10.5
ΔE to the lowest compared entry with this formula, charge and spin in eV: 0.000
Orbital gap (spin up / spin down) in Eh: 0.1157 / 0.1225
Spin multiplicity: 5